Entry 1:
Computed, not measured: 2 unconnected molecules or ions with the total composition C3H3IN2O at a distorted geometry, with ωB97M-V/def2-TZVPD.

The geometry in XYZ format:
```
10
Properties=species:S:1:pos:R:3:forces:R:3
C -0.699 -0.569 -0.262 2.569 -0.980 2.731
C 0.266 -0.380 0.734 -0.686 -0.254 -0.972
C 0.325 1.234 -0.736 -1.996 0.995 -2.592
N -0.681 0.494 -1.077 0.432 1.289 -1.526
N 0.935 0.768 0.381 0.433 -0.088 1.355
O 1.895 1.268 1.029 0.617 -0.330 -0.919
I 4.749 -0.089 -0.080 -1.007 0.433 0.370
H -1.060 -1.494 -0.629 -1.126 -0.651 0.357
H 0.703 -0.766 1.612 -0.226 -1.275 0.686
H 0.505 2.053 -1.393 0.989 0.861 0.511
```
Positions in Å, forces in eV/Å.

Calculated values
Relative energy (zero: lowest compared OMol25 entry of this formula, charge and spin), kJ/mol: 463.95
E_tot, eV: -16282.1876
Frontier orbital gap (spin up / spin down), eV: 4.3 / 4.2
Max |F|, eV/A: 3.9
HOMO (spin up / spin down), hartree: -0.3178 / -0.3165

Mulliken population analysis, charges in e, atoms 1 to 8:
1. C -0.402
2. C -0.233
3. C -0.057
4. N -0.472
5. N 0.528
6. O -0.470
7. I -0.098
8. H 0.343

Entry 2:
Computed, not measured: a molecular structure, C3H3IO2 at a distorted geometry, with ωB97M-V/def2-TZVPD.

The geometry in XYZ format:
```
9
Properties=species:S:1:pos:R:3:forces:R:3
C 0.565 -1.962 0.282 -0.291 -1.673 -0.538
C -0.957 1.421 -0.627 -0.275 -1.536 -0.694
C 0.396 -0.713 0.581 1.454 1.740 1.140
O 0.663 -3.051 -0.114 0.018 0.691 0.314
O 0.087 1.887 -1.003 -0.843 0.011 -0.112
I 2.240 0.386 0.330 -0.136 -0.694 0.134
H -1.226 0.257 -0.877 0.181 2.755 0.507
H -1.657 2.051 -0.013 0.144 -0.629 -0.283
H -0.112 -0.277 1.440 -0.252 -0.664 -0.469
```
Positions in Å, forces in eV/Å.

Calculated values
Relative energy (zero: lowest compared OMol25 entry of this formula, charge and spin), kJ/mol: 218.24
E_tot, eV: -15352.2747
Frontier orbital gap, eV: 8.1
Max |F|, eV/A: 2.8
HOMO, hartree: -0.3237

Mulliken population analysis, charges in e, atoms 1 to 8:
1. C 0.825
2. C -0.108
3. C -1.145
4. O -0.348
5. O -0.389
6. I 0.124
7. H 0.266
8. H 0.277

Entry 3:
Computed, not measured: a molecular structure, C3H3LaLiO3 at a distorted geometry, with ωB97M-V/def2-TZVPD.

The geometry in XYZ format:
```
11
Properties=species:S:1:pos:R:3:forces:R:3
C 0.062 -0.602 -0.173 -0.195 1.369 -2.155
C 0.897 -0.508 1.032 0.144 0.309 0.757
O 1.419 -0.112 -0.238 1.084 0.811 -0.871
C -0.946 0.579 -0.705 0.430 -1.880 3.168
O -0.453 1.672 -1.028 1.716 0.493 -0.770
O -2.129 0.314 -0.474 -0.401 -0.308 -0.495
Li -3.124 -0.986 0.343 -0.232 0.300 -0.212
H -0.015 -1.541 -0.727 -0.225 0.062 0.443
H 1.458 -1.360 1.417 -0.593 -0.034 0.047
H 0.768 0.326 1.726 -0.195 -0.315 -0.108
La 2.062 2.217 -1.173 -1.534 -0.807 0.196
```
Positions in Å, forces in eV/Å.

Calculated values
Relative energy (zero: lowest compared OMol25 entry of this formula, charge and spin), kJ/mol: 0.00
E_tot, eV: -10349.8818
Multiplicity: 2
Total charge: +2
Frontier orbital gap (spin up / spin down), eV: 6.1 / 9.6
⟨S²⟩: 0.751
Max |F|, eV/A: 3.7
HOMO (spin up / spin down), hartree: -0.5226 / -0.6503

Mulliken population analysis, charges in e, atoms 1 to 8:
1. C -0.184
2. C -0.396
3. O -0.452
4. C 0.779
5. O -0.616
6. O -0.706
7. Li 0.945
8. H 0.406

Entry 4:
Computed, not measured: a molecular structure, C3H3LaLiO4 at a distorted geometry, with ωB97M-V/def2-TZVPD.

The geometry in XYZ format:
```
12
Properties=species:S:1:pos:R:3:forces:R:3
C -1.510 0.759 0.534 0.011 1.014 0.435
C -0.657 0.559 -0.685 -0.690 0.032 -0.140
O 0.689 0.235 -0.420 0.117 0.527 0.338
C 1.054 -1.072 -0.143 1.259 -1.450 0.877
O 0.639 -1.768 0.777 -1.491 1.089 0.012
O 2.035 -1.391 -0.842 2.375 1.339 -1.091
O -1.177 0.476 1.665 -0.074 -0.436 -0.387
H -2.450 1.313 0.343 0.021 -0.364 0.066
H -0.622 1.499 -1.252 -0.322 -0.256 0.062
H -1.149 -0.220 -1.292 0.188 0.255 -0.082
La 3.509 0.792 -0.918 -1.330 -1.674 -0.143
Li -0.360 -1.181 2.233 -0.065 -0.078 0.052
```
Positions in Å, forces in eV/Å.

Calculated values
Relative energy (zero: lowest compared OMol25 entry of this formula, charge and spin), kJ/mol: 0.00
E_tot, eV: -12397.9003
Multiplicity: 2
Total charge: +2
Frontier orbital gap (spin up / spin down), eV: 6.2 / 8.7
⟨S²⟩: 0.751
Max |F|, eV/A: 2.9
HOMO (spin up / spin down), hartree: -0.5523 / -0.6442

Mulliken population analysis, charges in e, atoms 1 to 8:
1. C 0.163
2. C -0.482
3. O -0.383
4. C 0.914
5. O -0.659
6. O -0.757
7. O -0.575
8. H 0.404